Molecular formula: C11H17Cl2NO2PtS
Method: DFT, wB97M-V/def2-TZVPD

Calculated values
**Strongest force on any atom**: 4.68 eV/A
**Frontier orbital gap (spin up / spin down)**: 5.4 / 5.8 eV
**LUMO energy (spin up / spin down)**: 5.02 / 4.75 eV
**Multiplicity**: 5
**Net charge**: -2
**Energy**: -56390.245 eV
**M**: 493.3 u
**ΔE to the lowest compared entry with this formula, charge and spin**: 150.5 kJ/mol
**E_HOMO (spin up / spin down)**: -0.4 / -1.1 eV

Last column: Mulliken charge in e.
CARTESIAN COORDINATES (ANGSTROEM)
C  -0.707  0.755  -1.309  0.7194
C  -1.571  -0.339  -0.982  0.5881
C  -0.758  -1.460  -0.662  0.5861
C  -3.046  -0.308  -0.973  -1.5698
C  0.618  -1.055  -0.803  0.6468
C  0.637  0.287  -1.235  0.5073
C  1.820  1.047  -1.627  -1.5687
C  -1.141  2.109  -1.663  -1.6151
C  -1.250  -2.816  -0.307  -1.7847
C  1.813  -1.878  -0.526  -1.4392
Pt  0.890  1.041  2.011  0.7590
Cl  -2.495  1.171  2.002  -0.7996
Cl  0.028  3.528  1.555  -0.3671
O  2.843  0.542  1.825  -0.9271
H  -3.401  0.647  -0.589  0.3274
H  -3.435  -1.097  -0.343  0.3274
H  -3.433  -0.448  -1.992  0.3284
H  -2.084  -2.734  0.390  0.4103
H  -0.463  -3.413  0.125  0.3712
H  -1.621  -3.331  -1.214  0.2591
H  1.529  -2.841  -0.055  0.3122
H  2.507  -1.364  0.143  0.2865
H  2.338  -2.115  -1.458  0.3351
H  2.737  0.485  -1.448  0.4024
H  1.885  1.994  -1.039  0.2240
H  1.792  1.316  -2.708  0.2838
H  -1.995  2.415  -1.044  0.3157
H  -1.462  2.147  -2.726  0.2712
H  -0.333  2.833  -1.536  0.3794
H  2.959  0.496  2.833  0.2617
O  1.659  2.403  0.738  -0.6664
H  2.517  1.956  1.407  0.4088
S  0.247  -0.849  2.894  -0.1700
C  0.211  -0.559  4.566  0.2832
N  0.168  -0.562  5.752  -0.6869

Cartesian forces, eV/Å:
C 2.9 -0.6 0.0
C 1.0 -2.6 1.0
C -0.7 1.5 -0.5
C -0.1 0.2 -0.3
C -1.2 -0.1 0.0
C -2.4 0.9 -0.4
C 0.8 1.4 -0.6
C -0.4 0.6 -0.4
C -0.5 0.2 -0.6
C -0.1 -0.8 0.2
Pt -4.7 0.1 -0.3
Cl -0.2 0.0 -0.1
Cl -0.7 0.8 0.8
O 2.9 -0.1 2.4
H -0.1 -0.1 0.1
H -0.2 -0.1 0.2
H -0.1 0.0 0.0
H 0.0 -0.2 0.2
H 0.1 -0.3 0.3
H 0.1 -0.1 0.3
H 0.2 0.5 -0.2
H 0.0 0.1 0.0
H 0.1 0.0 0.0
H 0.1 0.0 0.0
H 0.1 -0.8 -0.6
H 0.1 -0.2 0.4
H 0.2 0.0 -0.1
H 0.0 0.0 0.3
H -0.1 0.0 0.1
H 0.3 -0.1 -2.1
O 3.8 -0.4 0.9
H -1.0 1.5 -2.0
S -0.8 -0.9 1.1
C 0.1 -0.7 2.8
N 0.1 0.3 -2.8